No. 1
DFT (ωB97M-V with the def2-TZVPD basis set) results for the ion C7H17N2O with charge +1.

Summary:
HOMO ... -13.328 eV
SMILES ... CNC[C@H](C)/[N+](C)=C(/C)O
LUMO energy ... -0.100 Ha
Kohn-Sham gap ... 10.600 eV
Relative energy (zero: lowest compared OMol25 entry of this formula, charge and spin) ... 20.6 kcal/mol
Charge ... +1

```
27
C7H17N2O ωB97M-V with the def2-TZVPD basis set
O 0.35392 -1.07861 -1.57996
N -0.97184 -0.79639 0.75525
N 1.02855 0.59658 -0.11894
C 1.99366 0.99422 0.88985
C -0.76783 1.67178 -1.53663
C 2.03460 -1.63902 -0.06819
C 1.01867 -0.66076 -0.53880
C -0.20186 1.38042 -0.14505
C -1.21430 0.63011 0.79885
C -1.97570 -1.64057 0.12313
H 3.04009 -1.29828 -0.32004
H -0.73564 -1.17158 1.66493
H -1.49442 -2.54993 -0.23941
H 0.03387 1.83996 -2.25196
H -1.07115 1.01296 1.81066
H -1.44893 0.90836 -1.90886
H 2.99440 0.67904 0.60447
H 1.99056 -1.77853 1.00943
H -2.42233 -1.12511 -0.72420
H -2.77218 -1.92714 0.81611
H 1.75590 0.56857 1.86707
H -0.29100 -0.44552 -1.93248
H -2.22669 0.88273 0.47947
H 0.03983 2.34462 0.30348
H -1.34757 2.59023 -1.48585
H 1.99073 2.07891 0.96909
H 1.86368 -2.58874 -0.56815
```

=====

No. 2
DFT (ωB97M-V with the def2-TZVPD basis set) results for a structure of composition C13H25Cl2INOP2Yb.

Summary:
HOMO (alpha / beta) ... -14.401 / -14.396 eV
Spin multiplicity ... 2
LUMO energy (alpha / beta) ... -0.409 / -0.409 Ha
Kohn-Sham gap (alpha / beta) ... 3.261 / 3.277 eV
Relative energy (zero: lowest compared OMol25 entry of this formula, charge and spin) ... 140.1 kcal/mol
Charge ... +2

```
46
C13H25Cl2INOP2Yb ωB97M-V with the def2-TZVPD basis set
Yb 1.21102 -1.53223 -1.09900
I 1.38095 -2.65245 -3.66221
Cl -2.06135 3.33084 3.20604
Cl -0.57510 -0.65063 -2.69048
P -1.34332 -2.27220 0.74900
P 2.09384 1.54159 -0.84820
O 2.09729 -0.99025 2.21342
N -1.10624 1.06383 0.12817
C -2.75758 -2.20774 -0.42427
C 3.14894 -2.57781 0.63651
C -1.19867 -4.09367 0.89283
C 2.18850 -1.51278 1.15112
C -2.00452 1.44891 -0.77970
C -1.12589 1.63387 1.33575
C -2.97459 2.41914 -0.54638
C -3.01846 3.02603 0.69855
C 1.31066 2.31897 -2.32006
C 3.82303 1.50434 -1.45471
C 2.21863 3.06902 0.16951
C -2.07288 2.62438 1.65727
C -2.31648 -1.97589 2.28173
H -1.69010 -2.15482 3.16421
H -2.66370 -0.93657 2.30830
H 4.51879 1.60025 -0.61263
H 1.22401 3.37740 0.51118
H 2.63560 -3.50977 0.34473
H -3.41107 -1.36416 -0.17124
H -1.93417 0.94220 -1.75421
H 0.51811 3.00438 -1.99804
H 3.78366 -2.21619 -0.19033
H -0.48161 -4.45745 0.14526
H 2.06595 2.86561 -2.89768
H 2.84424 2.88159 1.05097
H -2.17156 -4.56783 0.71619
H -0.38008 1.30696 2.06789
H 3.99456 2.32129 -2.16594
H -2.36199 -2.04305 -1.43504
H -3.32421 -3.14630 -0.37825
H 0.85403 1.52790 -2.92828
H 2.66294 3.88713 -0.41477
H -3.18843 -2.64379 2.32204
H 3.81194 -2.81147 1.49331
H -3.65832 2.65828 -1.35843
H -3.73895 3.78207 0.95250
H 4.00733 0.54592 -1.95753
H -0.83477 -4.36484 1.89090
```

=====

No. 3
DFT (ωB97M-V with the def2-TZVPD basis set) results for a structure of composition C7H14Cl2InO.

Summary:
HOMO ... -1.915 eV
LUMO energy ... 0.103 Ha
Kohn-Sham gap ... 4.704 eV
Relative energy (zero: lowest compared OMol25 entry of this formula, charge and spin) ... 50.5 kcal/mol
Charge ... -1

```
25
C7H14Cl2InO ωB97M-V with the def2-TZVPD basis set
In -0.44674 0.71220 0.71845
Cl 0.74578 2.77482 0.62547
Cl -0.94615 -0.77991 2.53466
O 1.73305 -0.37387 0.89858
C -2.48084 1.10835 0.25058
C -1.95536 0.26778 -1.10785
C -0.90171 0.19620 -3.84856
C -2.21974 1.42468 -2.14521
C -0.75051 -0.42783 -1.45407
C -2.22671 0.89379 -3.57545
C -0.84287 -0.96706 -2.77326
H -2.72150 2.16934 0.07014
H -2.43920 1.70335 -4.28813
H 1.31148 -0.70121 1.73111
H -0.08935 0.91015 -3.64901
H -0.82525 -0.16570 -4.88428
H 0.19308 -0.77432 -0.98692
H -3.29173 0.56388 0.77138
H -3.22765 1.64810 -1.78279
H -2.67867 -0.53030 -1.25991
H -1.53219 2.29459 -2.00468
H 0.02341 -1.56459 -3.08164
H -1.76020 -1.62100 -2.86676
H 2.16778 0.46463 1.05359
H -3.02815 0.15346 -3.68037
```

=====

No. 4
DFT (ωB97M-V with the def2-TZVPD basis set) results for a cluster of 2 separate species, C5H8OS in total.

Summary:
HOMO ... -7.913 eV
SMILES ... CSC=C=O.C=C
LUMO energy ... 0.021 Ha
Kohn-Sham gap ... 8.480 eV
Relative energy (zero: lowest compared OMol25 entry of this formula, charge and spin) ... 54.1 kcal/mol

```
15
C5H8OS ωB97M-V with the def2-TZVPD basis set
S 2.47091 0.35744 -0.37709
O -0.03770 -2.30467 0.25051
C -2.55760 -1.26856 -1.24243
C 0.49475 -1.28927 0.44687
C 1.08722 -0.15664 0.64584
C 2.80724 2.03117 0.27546
C -2.88444 -0.79351 -0.05951
H -2.98612 -2.17047 -1.64486
H 3.83458 2.04977 0.62921
H -1.82622 -0.77503 -1.85986
H 2.68425 2.74665 -0.53129
H 2.12906 2.26324 1.08667
H -2.43982 0.10528 0.33468
H 0.82998 0.48214 1.46782
H -3.60610 -1.27755 0.57796
```

=====

No. 5
DFT (ωB97M-V with the def2-TZVPD basis set) results for a cluster of 2 separate species, C4H8Cl4 in total.

Summary:
HOMO ... -10.623 eV
SMILES ... ClCCCl.ClCCCl
LUMO energy ... 0.027 Ha
Kohn-Sham gap ... 11.367 eV
Relative energy (zero: lowest compared OMol25 entry of this formula, charge and spin) ... 0.6 kcal/mol

```
16
C4H8Cl4 ωB97M-V with the def2-TZVPD basis set
Cl 0.59368 1.22542 -1.73804
Cl -1.43487 -0.20220 1.86605
Cl -0.25165 -2.12614 -0.77909
Cl 3.83388 1.09430 -1.03364
C -1.78147 -1.23896 -0.63241
C 1.29437 1.65197 -0.15287
C -2.32830 -1.29468 0.77378
C 2.53195 0.87348 0.16720
H 1.48867 2.72095 -0.17258
H -3.36892 -0.97546 0.78494
H -1.60732 -0.20352 -0.91315
H 2.92842 1.22326 1.11906
H -2.49338 -1.69573 -1.31653
H 2.31879 -0.19031 0.22874
H 0.55232 1.43813 0.61630
H -2.27616 -2.30051 1.18223
```

=====

No. 6
DFT (ωB97M-V with the def2-TZVPD basis set) results for a cluster of 2 separate species, C3H6NO2S in total.

Summary:
HOMO (alpha / beta) ... -1.799 / -1.800 eV
LUMO energy (alpha / beta) ... 0.079 / 0.079 Ha
Kohn-Sham gap (alpha / beta) ... 3.941 / 3.942 eV
Relative energy (zero: lowest compared OMol25 entry of this formula, charge and spin) ... 107.3 kcal/mol
Charge ... -1

```
13
C3H6NO2S ωB97M-V with the def2-TZVPD basis set
S -2.52258 2.18976 2.32639
O -2.60960 1.42092 3.56775
O -3.08918 3.53335 2.26179
N 0.13612 -0.57797 -0.74273
C 0.21535 -2.00389 -0.46627
C -0.41639 0.27389 0.10098
C -0.52704 1.69682 -0.68859
H -0.52346 1.56237 -1.78428
H -0.71393 -2.59250 -0.10499
H 1.06460 -2.24382 0.21418
H 0.15909 2.31921 -0.26996
H -1.54190 1.91857 -0.38191
H 0.63996 -2.45567 -1.32266
```

=====

No. 7
DFT (ωB97M-V with the def2-TZVPD basis set) results for a structure of composition H5NOSSi.

Summary:
HOMO ... -9.136 eV
LUMO energy ... 0.016 Ha
Kohn-Sham gap ... 9.583 eV
Relative energy (zero: lowest compared OMol25 entry of this formula, charge and spin) ... 46.8 kcal/mol

```
9
H5NOSSi ωB97M-V with the def2-TZVPD basis set
S 0.33814 0.12410 -2.21732
Si -0.12963 -0.59602 -0.26326
O -1.67785 -0.43173 0.15041
N 0.97103 0.82731 1.33409
H 0.34250 -1.95587 -0.12353
H 1.91594 0.45730 1.35912
H 0.12037 1.40105 -1.94790
H -2.39178 -0.36837 -0.48193
H 0.51127 0.54223 2.19032
```

=====

No. 8
DFT (ωB97M-V with the def2-TZVPD basis set) results for a cluster of 8 separate species, C61H71F4N11O16P in total.

Summary:
HOMO ... -10.986 eV
LUMO energy ... -0.157 Ha
Kohn-Sham gap ... 6.715 eV
Charge ... +1

```
164
C61H71F4N11O16P ωB97M-V with the def2-TZVPD basis set
P -4.03647 -3.75789 0.05282
F -3.25618 -5.66175 -2.86051
F 0.69697 -4.51484 -3.60034
F -1.05495 -6.52234 -2.65323
F -2.28136 -6.38701 -0.67194
O -4.95322 -5.13062 -0.47914
O 2.39826 4.12598 -4.93068
O -10.02478 1.81610 4.41452
O 0.63659 -0.49699 12.13198
O 9.57518 4.93881 -3.56544
O 1.15720 0.42264 10.20930
O 2.74822 2.04375 -4.33458
O -1.17600 1.27408 -11.86383
O -2.28338 0.01358 -13.27746
O 1.14190 0.14901 3.23972
O -5.18758 -2.41721 -0.14860
O -3.84485 1.71350 2.83817
O -3.79035 3.76709 3.60842
O 9.36306 7.12237 -3.54240
O -8.43481 2.12367 2.93436
O 3.10917 1.10740 3.08230
N -2.05433 0.44348 -12.13709
N -4.19865 2.90117 2.82027
N 2.35130 2.90362 -5.13402
N 2.11755 0.73687 3.72813
N 8.89679 5.97517 -3.60745
N -0.70194 -1.90349 -1.33536
N -2.52272 -3.48351 -0.79190
N 1.18452 -0.51490 11.02046
N -8.90121 1.58112 3.94719
N 0.39306 -3.45627 -2.83671
N -1.70606 -4.26391 -1.64654
C 1.36550 3.38318 -7.36004
C -5.56226 4.65331 1.71234
C 1.96002 -2.81883 11.51713
C 1.48097 2.48724 -0.32086
C -0.64179 -3.26551 -1.98448
C 3.35795 -0.52838 -2.58356
C -2.02794 -5.66643 -1.98015
C 1.19671 -5.20756 3.91209
C -1.97353 -2.08328 -0.53845
C -8.55790 -0.05613 5.77960
C -3.85633 -1.03877 -11.29289
C -3.43703 -0.10489 -8.68525
C 3.16118 1.71413 5.75612
C -2.66646 0.40324 -9.73296
C -6.95910 4.10036 -0.18350
C 5.26029 6.84202 -3.99695
C -2.87642 -0.07026 -11.03495
C -5.96991 -0.59108 4.85071
C 4.68832 5.57046 -4.06104
C 1.18699 0.64006 -7.89961
C 5.48831 4.43087 -3.96126
C 2.50376 -3.55163 0.37877
C 6.87006 4.55761 -3.80515
C -6.46133 5.04282 0.71768
C 2.13572 -4.79082 1.40630
C 2.16665 0.23566 -1.72767
C 2.67936 -3.96077 11.15908
C 0.97941 0.88840 7.30716
C 0.77132 1.57333 -8.85085
C 2.58656 -1.77618 9.40789
C 4.80400 -0.59698 -1.76284
C 0.79607 1.70421 0.98292
C 2.09570 1.01822 5.16856
C 3.30494 -2.92238 9.06210
C -6.45729 -1.23742 5.98774
C 1.55497 -4.06230 2.78993
C 3.68410 -3.96848 -0.72074
C 1.79195 2.44403 -6.41088
C -4.40641 -1.07710 -8.93767
C 0.85679 2.94039 -8.58256
C 3.12344 2.00008 7.12221
C -2.46601 -0.82938 0.37536
C 1.00458 0.59909 5.94139
C -4.61870 -1.54141 -10.23670
C -1.17053 -0.17293 1.19762
C -5.66717 2.36238 0.89431
C -0.71970 1.28383 0.51574
C -8.06329 0.59703 4.64285
C 2.03422 1.59048 7.89289
C -5.16308 3.31206 1.79290
C 5.02720 -3.03133 -0.58776
C 1.70011 1.07089 -6.67456
C 5.36960 -2.14634 -1.94557
C 2.70120 1.54522 -0.89419
C -6.77121 0.32808 4.17067
C -7.74826 -0.97546 6.44967
C 7.44251 5.83534 -3.74884
C 3.35252 -4.00875 9.93713
C -6.56793 2.76333 -0.09439
C 6.64042 6.98140 -3.83818
C 1.92029 -1.72670 10.64012
H 1.33480 -5.49104 0.89839
H 2.02281 0.33106 -5.94499
H 0.37921 1.23298 -9.80773
H -3.27955 0.25405 -7.67056
H 1.44344 -2.79583 12.47440
H 3.61236 5.46682 -4.19056
H -6.77207 6.08272 0.64276
H -4.03391 -1.41096 -12.29951
H -5.37710 -2.29817 -10.42568
H -0.81958 1.13362 -0.64528
H -5.68374 -4.86807 -1.14405
H -6.37671 0.82347 3.28618
H 2.14151 -5.83788 4.24681
H 2.00664 1.82068 8.95658
H -1.46164 2.09864 0.92387
H 3.11636 -5.39221 1.68990
H 0.56467 -3.50989 2.50036
H 1.65712 -0.52051 -0.95709
H 1.57820 -3.19891 -0.25018
H 4.63002 7.72542 -4.07396
H 7.07081 7.97930 -3.79008
H 0.38908 -5.91259 3.43368
H -4.99948 -1.47613 -8.11654
H 1.28628 0.59758 -2.43190
H -7.65556 4.40990 -0.96088
H 4.03429 -5.08152 -0.49404
H 0.66714 2.66582 -1.15647
H 4.89751 -2.34529 0.38012
H -5.36967 1.31724 0.94851
H -1.91276 1.15825 -9.51933
H 3.20395 -3.97479 -1.79056
H -0.31588 -0.98552 1.11313
H 6.55172 -2.06120 -2.01861
H 2.36659 -3.29075 3.16594
H 4.01710 2.04028 5.16927
H -2.98830 0.04621 -0.23859
H 3.28155 1.13493 0.04719
H 0.52944 3.66160 -9.32837
H 1.93997 3.51562 0.00572
H 2.55928 -0.93801 8.71502
H -5.82673 -1.94913 6.51791
H 5.94411 -3.73160 -0.39003
H 3.46664 -0.01467 -3.63699
H 0.66991 -4.68119 4.83388
H 1.42563 4.45191 -7.16626
H 7.48016 3.65973 -3.73214
H 3.03174 -1.64756 -2.75966
H -4.96324 -0.80165 4.49598
H 4.67259 -0.40928 -0.61501
H 2.83155 -2.64132 1.05961
H -3.27808 -1.15751 1.18689
H -9.56052 0.13942 6.15410
H -6.12557 -2.81637 -0.22449
H 3.94242 2.54554 7.58622
H 0.13541 0.56998 7.91504
H -6.96257 2.03420 -0.79858
H 3.47706 2.15821 -1.53463
H 1.06489 -2.63270 -2.92062
H -8.12198 -1.48543 7.33483
H 5.51564 0.19111 -2.29346
H 5.03474 3.44333 -4.00912
H 1.11446 -0.42370 -8.11498
H 0.17327 0.05392 5.49929
H -1.46838 -0.02849 2.33267
H -5.18342 5.39986 2.40696
H 1.47622 0.79527 1.30822
H 0.77179 2.46431 1.88664
H 4.96297 -2.65439 -2.92089
H 3.83093 -2.96790 8.11088
H 3.91861 -4.89812 9.66557
H 2.71878 -4.81264 11.83436
```